Molecular formula: C25H48BrNO2P2Pt
Method: DFT, ωB97M-V with the def2-TZVPD basis set

ORCA input file:
```
! wB97M-V def2-TZVPD RIJCOSX def2/J DEFGRID3
* xyz 4 5
Pt 0.7007 -0.0404 -1.4132
C 1.5180 -0.2590 -3.1079
O 2.0210 -0.4284 -4.1479
C 1.0737 1.6511 -0.5952
O 1.1869 2.6129 0.0366
P -1.6424 0.4903 -1.7853
C -2.8801 1.1454 -0.5557
H -3.7230 1.4923 -1.1770
C -1.6678 1.8262 -3.1046
H -0.8257 2.4671 -2.7779
C -2.6079 -0.9647 -2.3887
H -2.7979 -1.5087 -1.4461
C 2.5698 -2.9443 -0.2466
P 2.3042 -1.1490 0.1981
H 3.2742 -1.5393 2.3743
H 1.6717 -3.4157 0.1889
C 4.0273 -0.4262 0.0372
H 4.6696 -1.2628 0.3477
C -1.3456 1.2488 -4.4772
H -2.1847 0.6818 -4.9011
H -0.4480 0.6219 -4.4753
H -1.1442 2.1057 -5.1335
C -2.9217 2.7055 -3.1426
H -2.7737 3.4834 -3.8997
H -3.1186 3.2199 -2.1993
H -3.8142 2.1484 -3.4389
C -3.9802 -0.5745 -2.9490
H -4.5996 -0.0046 -2.2466
H -4.5367 -1.4948 -3.1640
H -3.9237 -0.0149 -3.8877
C -1.8254 -1.9079 -3.3100
H -2.4571 -2.7887 -3.5128
H -0.9101 -2.2511 -2.8040
H -1.5653 -1.4310 -4.2657
C -3.4768 0.1371 0.4325
H -4.1157 -0.6169 -0.0494
H -4.0998 0.6878 1.1559
H -2.6763 -0.3681 0.9871
C -2.3305 2.3457 0.2153
H -1.6732 1.9860 1.0194
H -3.1717 2.8671 0.7058
H -1.7883 3.0744 -0.4052
C 3.8052 -3.5631 0.4283
H 3.8224 -3.4420 1.5175
H 4.7414 -3.1723 0.0129
H 3.7936 -4.6385 0.2188
C 2.5364 -3.2009 -1.7484
H 3.3833 -2.7448 -2.2783
C 1.7953 -0.0344 2.7943
H 1.5970 -2.8450 -2.1866
H 2.5912 -4.2882 -1.8925
C 1.4176 -2.5325 2.5943
H 0.7157 0.1233 2.7449
H 2.0660 -0.1392 3.8528
H 2.2713 0.8834 2.4151
C 2.2261 -1.3328 2.0944
H 1.4581 -2.5779 3.6909
H 1.7470 -3.5166 2.2429
H 0.3770 -2.4236 2.3026
C 4.3172 0.7368 0.9871
H 3.5987 1.5538 0.8530
H 5.3071 1.1367 0.7369
H 4.3458 0.4454 2.0432
C 4.3446 -0.0491 -1.3948
H 4.2575 -0.8739 -2.1050
H 5.3794 0.3100 -1.4099
H 3.7041 0.7739 -1.7227
H -1.2268 -1.7124 2.8784
H -1.6165 -2.2422 2.5114
Br -3.6885 0.8835 6.3815
C -2.4425 1.7406 5.2071
C -1.7571 2.8710 5.6355
C -0.7319 3.4341 4.8689
C -0.4157 2.7623 3.6667
N -1.0902 1.7100 3.2324
C -2.1252 1.2192 3.9135
H -2.0239 3.3217 6.5903
H -0.2197 4.3332 5.1585
H 0.3977 3.1050 3.0462
H -2.6499 0.3773 3.4269
*
```

* energy relative to the best compared isomer or geometry (same formula, charge and spin): 0.0 kJ/mol
* LUMO energy (spin up / spin down): -11.880 / -16.482 eV
* <S²>: 6.03
* E_HOMO (spin up / spin down): -21.16 / -21.23 eV
* HOMO-LUMO gap (spin up / spin down): 9.28 / 4.75 eV



Molecular formula: C25H48Cl3N4O3SSiTb
Method: DFT, ωB97M-V with the def2-TZVPD basis set

ORCA input file:
```
! wB97M-V def2-TZVPD RIJCOSX def2/J DEFGRID3
* xyz 0 7
C 1.6001 -1.5211 -4.5266
C 1.1676 -0.1085 -4.2295
H 1.5310 -1.8125 -5.5786
H 0.9581 -2.1791 -3.9080
H 2.6327 -1.6727 -4.1881
C 0.4917 0.7047 -5.0631
C 0.0726 0.2882 -6.4194
H 0.1470 1.6806 -4.7212
H -0.2268 -0.7723 -6.4634
H 0.9116 0.4413 -7.1054
H -0.7770 0.8890 -6.7682
Tb -0.8427 -1.2371 1.2336
Cl 1.8463 -1.2658 1.6279
Cl -2.7386 -3.0233 0.9379
C 0.5404 2.0257 1.0468
O -0.3117 1.1027 1.0816
N 0.1707 3.3104 1.1784
C -1.2334 3.6776 1.2870
C 1.1267 4.4072 1.2054
H 1.6260 1.8328 0.9217
H -1.8960 2.8066 1.2378
H -1.4841 4.3736 0.4728
H -1.3910 4.2121 2.2358
H 2.1258 4.0133 0.9799
H 1.1110 4.8793 2.2034
H 0.8297 5.1457 0.4458
H -1.5873 -1.3549 -3.0128
H -2.5480 1.1417 -4.1590
C -2.6343 -1.3199 -2.6802
C -3.4175 0.8862 -3.5402
N -3.0030 0.0678 -2.3962
H -2.7420 -1.9337 -1.7805
C -2.8232 0.5795 -1.1632
O -2.2660 -0.0555 -0.2339
H -3.8917 1.8083 -3.1864
H -3.2275 1.6138 -1.0309
H -3.2951 -1.6632 -3.4789
H -4.1178 0.3128 -4.1473
O 0.3470 -0.6437 -2.5825
C 1.3124 0.2891 -2.7554
C -0.1931 2.3148 -2.4363
C 1.0809 1.7636 -2.3934
H -1.0480 1.6564 -2.6621
C -0.3640 3.6950 -2.2606
H 2.3443 -0.0047 -2.4282
C 2.1988 2.5692 -2.1815
H -1.3818 4.1146 -2.2451
C 0.7646 4.5177 -2.1779
C 2.0508 3.9631 -2.1100
H 3.1787 2.0920 -2.1362
H 0.6301 5.6082 -2.1815
H 2.9318 4.5998 -2.0237
Si 0.3255 -4.7909 -0.3386
Cl 0.1355 -2.5474 -0.6637
C -1.3915 -5.5440 -0.3646
C 1.0977 -4.6312 1.3607
C 1.4068 -5.6727 -1.5811
H -2.1259 -4.9526 -0.9378
H -1.7370 -5.6043 0.6829
H -1.2877 -6.5490 -0.8076
H 0.8211 -5.9752 -2.4684
H 1.7878 -6.5825 -1.0790
H 2.2652 -5.0685 -1.9171
H 0.5234 -3.9587 2.0270
H 2.1188 -4.2037 1.2390
H 1.1112 -5.6603 1.7764
C -0.1003 -1.3174 6.9846
C 1.1741 -0.9778 6.2179
N 1.0034 -0.9136 4.7413
C -0.2396 -0.5539 4.2919
S -1.3960 -1.7394 3.7840
N -0.6306 0.7190 4.4277
C 0.1095 1.8266 5.1047
C 1.5049 2.0153 4.5706
H -0.8317 -0.4956 6.9452
H 0.1538 -1.4855 8.0394
H -0.5718 -2.2333 6.5969
H 1.5533 0.0053 6.5158
H 1.9476 -1.7242 6.4282
H 1.3548 -1.7519 4.2583
H -1.5339 0.9361 4.0262
H -0.4958 2.7249 4.9143
H 0.1028 1.6670 6.1880
H 1.4757 2.3350 3.5175
H 1.9945 2.8002 5.1484
H 2.0877 1.0879 4.6307
*
```

* energy relative to the best compared isomer or geometry (same formula, charge and spin): 21.5 kJ/mol
* LUMO energy (spin up / spin down): -0.375 / -0.350 eV
* <S²>: 12.67
* E_HOMO (spin up / spin down): -5.03 / -5.03 eV
* HOMO-LUMO gap (spin up / spin down): 4.66 / 4.68 eV



Molecular formula: C25H48ClMoNO4P2
Method: DFT, ωB97M-V with the def2-TZVPD basis set

ORCA input file:
```
! wB97M-V def2-TZVPD RIJCOSX def2/J DEFGRID3
* xyz 0 3
Mo -0.0589 0.1469 -0.0400
P 1.7355 1.6678 0.5128
C 2.4139 2.4734 -1.0128
C 1.2599 3.0768 1.6500
C 3.1629 0.7126 1.2181
C 1.3939 2.6938 -2.1288
H 3.1347 1.6934 -1.3408
C 3.1587 3.7736 -0.6958
H 2.4579 4.6149 -0.5970
H 3.8070 3.9824 -1.5591
H 3.7995 3.7217 0.1900
H 1.2064 1.7730 -2.7043
H 1.7941 3.4492 -2.8159
H 0.4188 3.0587 -1.7640
H 3.3829 0.0542 0.3500
C 2.8196 -0.1809 2.4052
C 4.3709 1.5888 1.5494
H 4.8939 1.9054 0.6432
H 5.0621 0.9703 2.1389
H 4.0933 2.4546 2.1627
H 1.7457 -0.4015 2.4855
H 3.1324 0.2383 3.3710
H 3.2807 -1.1703 2.2563
C 0.0468 3.8299 1.0969
H 2.1500 3.7283 1.5938
C 1.0768 2.6624 3.1073
H 0.2786 4.3900 0.1813
H -0.2950 4.5405 1.8600
H -0.8000 3.1420 0.9039
H 0.4492 1.7692 3.1967
H 0.5652 3.4786 3.6398
H 2.0269 2.4672 3.6243
Cl -1.7118 1.2178 1.4936
H -0.3931 1.0388 -1.3606
H 1.2146 -0.9719 0.4813
P -1.4616 -1.8017 -0.8634
C -0.5139 -3.3825 -1.1317
C -2.9635 -2.2833 0.1635
C -1.9802 -1.2458 -2.5586
C 0.6160 -3.6518 -0.1380
H -0.0554 -3.1594 -2.1201
C -1.4357 -4.5934 -1.2297
H -1.7130 -4.9533 -0.2295
H -0.8586 -5.3876 -1.7242
H -2.3372 -4.4179 -1.8297
H 1.4966 -3.0206 -0.3335
H 0.9186 -4.7032 -0.2384
H 0.3344 -3.4778 0.9161
H -0.9830 -1.2008 -3.0474
C -2.6028 0.1548 -2.5910
C -2.8546 -2.2826 -3.2697
H -2.2748 -3.1571 -3.5822
H -3.2523 -1.8001 -4.1732
H -3.7108 -2.5931 -2.6529
H -2.4700 0.7390 -1.6621
H -3.6775 0.0973 -2.8260
H -2.1047 0.7243 -3.3915
C -2.6340 -2.7782 1.5667
H -3.3226 -3.1686 -0.3794
C -4.0282 -1.2030 0.2054
H -2.1340 -3.7632 1.6008
H -3.4504 -2.6626 2.2828
H -1.9559 -2.0988 2.0360
H -3.6400 -0.2393 0.5763
H -4.7966 -1.5467 0.9153
H -4.5116 -1.0756 -0.7736
O 0.6565 -2.3220 3.1068
C -0.2343 -1.5285 2.8152
O -0.6239 -1.4056 1.5648
C -1.0634 -0.7882 3.9594
C -1.4412 0.5180 4.3178
C -2.3033 0.8179 5.3859
C -2.8019 -0.2298 6.1758
C -2.3906 -1.5341 5.8885
C -1.5336 -1.7848 4.8123
N -3.7665 0.0828 7.1834
O -4.0791 1.2983 7.3157
O -4.2554 -0.8058 7.8935
H -1.1501 1.4416 3.7645
H -2.6154 1.8339 5.5767
H -2.7609 -2.3509 6.5053
H -1.2150 -2.8387 4.6319
*
```

* LUMO energy (spin up / spin down): -1.460 / -0.903 eV
* <S²>: 2.03
* E_HOMO (spin up / spin down): -8.23 / -8.81 eV
* HOMO-LUMO gap (spin up / spin down): 6.77 / 7.90 eV